No. 1
This record from OMol25 describes the molecule C12H13ClFN. The level of theory is ωB97M-V/def2-TZVPD.

The geometry in XYZ format:
```
28
Properties=species:S:1:pos:R:3:forces:R:3:nbo_charge:R:1
Cl 3.561960 -3.427543 -1.871369 -0.725 1.307 0.356 0.003
F 4.553661 -0.774921 -3.014549 -2.205 0.367 1.339 -0.325
N -1.132846 1.320250 1.902391 -0.078 1.821 -0.411 -0.638
C 1.056581 -0.476578 -0.548183 2.256 1.151 -1.616 0.014
C 3.380043 -0.651539 -2.258239 -0.276 -0.951 1.769 0.386
C 2.810636 0.647118 -1.932271 3.357 -0.735 -2.226 -0.283
C 1.633146 -1.673466 -0.896092 -0.575 -2.988 2.152 -0.241
C -0.153066 -0.410431 0.324438 -0.313 1.674 -0.353 -0.266
C -2.657012 0.019951 -0.105478 -2.095 -0.482 -0.613 -0.208
C -3.226020 0.347341 1.046328 -1.981 0.258 2.028 -0.192
C -1.252467 0.322516 -0.530530 -0.587 -2.552 0.409 -0.436
C -0.058395 0.369137 1.729226 -0.778 -0.270 0.028 -0.205
C -2.488015 0.882007 2.295232 0.970 -0.126 -2.156 -0.254
C 1.714350 0.685482 -1.165732 -4.051 -0.563 3.595 -0.203
C 2.805200 -1.832510 -1.573008 2.802 2.350 -3.773 -0.069
H -2.374447 0.057636 3.033476 -0.249 0.665 -0.218 0.204
H 1.307887 -2.675704 -0.454310 -0.120 1.591 -0.472 0.226
H -0.218466 -0.390647 2.558417 0.878 0.891 -0.869 0.200
H -1.127996 1.974588 1.061067 -0.472 -1.044 2.134 0.353
H -1.345258 0.025477 -1.562451 1.248 -0.219 -0.517 0.229
H 0.845146 1.007230 1.838852 -0.050 -1.100 -0.081 0.209
H -3.021296 1.755175 2.702929 0.098 -0.509 0.146 0.207
H -0.442812 -1.396068 0.613639 -0.354 -0.814 -0.342 0.219
H 1.179720 1.593301 -0.790899 1.151 -0.192 -0.905 0.211
H -1.007772 1.341937 -0.501947 0.035 1.399 -0.347 0.194
H 3.352541 1.600177 -2.278130 -1.022 -1.701 0.390 0.248
H -4.363640 0.289472 1.258895 1.865 -0.486 -0.777 0.203
H -3.331362 -0.529389 -0.881702 1.270 1.262 1.329 0.213
```
Forces are in eV/Å.

For the energy, the calculation gives -1079.77165 hartree. The value obtained for the energy above the lowest of the compared OMol25 structures with the same formula, charge and spin is 1.746 eV. Its net charge is 0.

---

No. 2
This record from OMol25 describes a structure of composition C12H13ClOY. The level of theory is ωB97M-V/def2-TZVPD.

The geometry in XYZ format:
```
28
Properties=species:S:1:pos:R:3:forces:R:3:nbo_charge:R:1
Y -1.182700 -0.764499 1.124455 2.700 0.871 1.605 1.771
Cl -0.761348 -2.958216 2.168159 -0.002 -0.602 0.399 -0.640
O 0.709139 2.152090 2.268716 0.513 1.706 1.620 -0.545
C -1.458867 -0.043202 -1.213363 -1.020 0.218 -0.421 -0.391
C -2.034292 0.980799 -0.399165 -0.639 0.041 -0.588 -0.356
C 3.490415 0.326054 -0.280202 -0.293 0.184 -0.312 -0.363
C -3.298122 -0.944117 -0.132657 -0.219 0.381 -0.463 -0.402
C 2.860659 1.517843 -0.741232 -0.224 -0.765 -0.498 -0.351
C -3.170472 0.427166 0.272800 -0.150 -0.063 -0.670 -0.430
C 3.233444 -0.711037 -1.219843 -0.339 0.405 -0.168 -0.372
C 2.206945 1.214918 -1.976381 0.476 -0.612 0.508 -0.384
C 2.437663 -0.167416 -2.273948 0.156 0.596 0.732 -0.391
C -2.247121 -1.227107 -1.063232 -0.664 0.626 -0.115 -0.382
C -1.178812 0.914780 3.384824 0.393 1.300 2.107 -0.816
C -0.165762 1.358907 2.330806 -1.646 -4.226 -3.494 0.186
H -0.615926 0.076859 -1.890502 0.093 -0.027 0.379 0.293
H 1.665488 1.920125 -2.602291 0.024 -0.077 0.084 0.175
H 2.082802 -0.696919 -3.153251 0.083 0.023 0.043 0.175
H 3.599400 -1.739247 -1.168021 -0.097 0.309 0.023 0.179
H 4.077595 0.230481 0.637881 -0.225 0.014 -0.309 0.181
H 2.820932 2.472344 -0.219186 0.079 -0.221 -0.118 0.189
H -3.851589 0.974206 0.937326 0.410 -0.354 -0.270 0.238
H -1.147476 -0.203704 3.559425 -0.131 0.892 -0.270 0.211
H -2.194654 1.284911 3.121124 0.514 -0.421 -0.004 0.239
H -4.077306 -1.637534 0.202359 0.421 0.286 -0.179 0.240
H -2.124294 -2.160084 -1.612921 0.134 0.259 0.346 0.250
H -1.701438 2.015140 -0.329820 0.033 -0.451 -0.007 0.263
H -0.919801 1.361158 4.367842 -0.379 -0.292 0.038 0.232
```
Forces are in eV/Å.

For the energy, the calculation gives -1038.81557 hartree. Its net charge is -1.

---

What is the formula in the second record?
C12H13ClOY

---

Which value of net charge does entry 1 give?
0

---

net charge of number 2 (C12H13ClOY)?
-1